Record 1
DFT (ωB97M-V with the def2-TZVPD basis set) results for 2 unconnected molecules or ions with the total composition C8H17N2O.

```
28
Properties=species:S:1:pos:R:3:forces:R:3
C -1.225155 -0.448435 2.688052 1.8 2.1 -2.5
C -0.877690 -0.885817 -1.161138 0.3 -0.7 1.7
C -1.767282 0.901025 -0.659358 0.0 0.5 3.8
C -0.288998 0.527714 -0.876127 -0.2 0.6 -0.7
C 1.853201 0.563064 -2.306574 -1.5 1.1 -1.9
C 1.907086 -0.570508 1.946572 -5.2 -4.1 1.3
C 0.470146 1.195211 -2.045593 -2.6 -0.5 -1.9
C 0.452914 0.479023 0.446299 0.4 -1.3 -1.3
N -2.305136 -0.888202 2.186006 0.8 -0.2 0.9
N 1.327971 -0.456354 0.647598 0.9 1.6 -1.2
O -2.178745 -0.489761 -0.731083 -0.4 1.1 0.1
H -0.938662 -0.359520 3.694654 -0.8 -1.0 1.8
H -1.002539 -1.377226 -2.122075 0.9 0.3 -0.3
H -0.425944 -1.503641 -0.364070 -0.5 -0.8 -1.0
H -1.921406 1.311016 0.459342 0.0 -0.7 -2.5
H -2.259804 1.566938 -1.341611 -0.2 0.1 -0.6
H 2.594621 1.034862 -1.731293 1.0 0.5 1.0
H 2.098173 0.772518 -3.353421 0.2 0.0 0.2
H 1.910854 -0.502465 -2.230581 -0.3 -0.7 0.3
H 1.771310 -1.710534 2.118880 0.8 1.7 0.3
H 2.855042 -0.281281 2.068472 3.6 1.3 0.3
H 1.122762 -0.143496 2.634362 1.3 -0.1 -0.5
H -0.347070 1.138972 -2.953349 2.2 -0.8 1.7
H 0.424827 2.283822 -2.057138 0.8 0.2 0.9
H 0.342191 1.105434 1.301397 -0.6 0.7 0.0
H -2.947546 -1.466749 2.646834 -1.6 -0.7 1.0
H 1.752956 -1.009402 -0.110510 -0.9 0.2 0.4
H -2.398079 -0.786208 1.205453 -0.5 -0.3 -1.3
```
Forces are in eV/Å.

As for the spin multiplicity: 1. For the lowest unoccupied orbital energy, the calculation gives -0.144 hartree. The calculation puts the energy relative to the best compared isomer or geometry (same formula, charge and spin) at 516.0 kJ/mol. For the HOMO energy, the calculation gives -11.63 eV. Its energy is -499.335879 Ha. As for the HOMO-LUMO gap: 7.71 eV. The net charge is +1.

---

Record 2
DFT (ωB97M-V with the def2-TZVPD basis set) results for 4 unconnected molecules or ions with the total composition C4H16N4O4.

```
28
Properties=species:S:1:pos:R:3:forces:R:3
N -8.426640 0.522970 -2.519990 4.6 1.6 0.3
C -9.730690 0.491060 -2.391690 -0.1 2.6 2.7
N -10.083500 -0.549500 -3.068250 -3.9 -3.0 -1.8
O -10.396450 1.260820 -1.696660 0.0 -0.6 -0.8
H -7.856740 1.184970 -2.012970 -0.1 -0.2 -0.2
H -8.009530 -0.283380 -2.962620 0.7 0.8 0.5
H -11.049990 -0.805660 -2.925510 0.3 -0.7 -0.7
H -9.361380 -1.038970 -3.577230 -1.3 -0.4 0.0
N -13.690870 11.478370 -2.221840 -1.9 -2.3 -1.3
C -12.922890 12.354910 -1.650390 3.9 0.2 1.1
N -13.464480 13.564800 -1.596600 -0.3 2.2 0.4
O -11.770910 12.113570 -1.250940 -1.2 0.2 0.1
H -14.460430 11.860460 -2.752760 0.0 -1.1 0.1
H -13.417350 10.507920 -2.162610 -0.3 0.2 -0.5
H -12.812820 14.280180 -1.307350 -0.5 0.2 -0.2
H -14.333710 13.761990 -2.071640 0.4 0.4 0.3
C -11.046270 7.207980 -11.155890 0.3 -1.4 0.8
O -9.859020 7.900870 -11.406900 0.3 1.2 -0.6
H -11.068830 6.258720 -11.691160 -0.3 0.0 -0.5
H -11.066430 6.891630 -10.113000 -0.4 0.2 0.3
H -11.938810 7.793710 -11.375860 0.4 0.2 -0.1
H -9.069110 7.419870 -11.149470 -0.3 -0.3 0.1
C -12.010720 7.172130 -4.451250 0.0 1.4 -0.7
O -12.534280 6.462030 -3.385060 -0.4 -1.4 0.6
H -12.828320 7.783120 -4.833750 0.1 0.5 0.0
H -11.203130 7.796930 -4.069770 0.1 0.3 -0.3
H -11.657670 6.653580 -5.342630 0.1 -0.7 0.3
H -12.283730 5.536990 -3.441010 0.0 0.0 0.1
```
Forces are in eV/Å.

As for the spin multiplicity: 1. As for the SMILES: NC(N)=O.NC(N)=O.CO.CO. For the lowest unoccupied orbital energy, the calculation gives 0.021 hartree. For the HOMO energy, the calculation gives -9.55 eV. Its energy is -681.964315 Ha. As for the HOMO-LUMO gap: 10.13 eV. The net charge is 0.

---

Which of these has the highest lowest unoccupied orbital energy?
C4H16N4O4

---

Look up the energy of the second one.
-681.964315 Ha